# 1
# C2H12O3S

A 4-piece molecular cluster, C2H12O3S overall in a non-equilibrium geometry (wB97M-V/def2-TZVPD, the OMol25 dataset).

For the total energy, the calculation gives -707.27855 a.u. The LUMO energy comes out at 0.320 eV. Its spin multiplicity is 1. The structure (SMILES) is CSC.O.O.O. The calculation puts the HOMO-LUMO gap at 8.9 eV. The energy above the lowest of the compared OMol25 structures with the same formula, charge and spin comes out at 16.31 kcal/mol.

Last column: Löwdin charge in e.
Atoms and positions in Å:
C (1.3373, 2.7403, 0.2592)  -0.43
S (-0.2880, 3.2064, -0.3715)  0.72
C (-1.2510, 3.7737, 1.0598)  -0.43
H (1.3529, 2.6725, 1.3495)  0.04
H (2.0617, 3.4506, -0.1270)  0.02
H (1.5883, 1.7422, -0.0169)  0.01
H (-0.5442, 3.9709, 1.8713)  0.03
H (-1.6641, 4.7377, 0.7913)  0.02
H (-1.9147, 3.0068, 1.4485)  0.02
O (-1.3051, -5.3370, -1.8170)  -0.08
H (-2.1287, -5.3648, -2.3186)  0.03
H (-0.8158, -4.5668, -2.1609)  0.00
O (0.8241, -1.5992, 0.9440)  -0.05
H (1.1951, -1.8642, 1.7947)  0.05
H (-0.0037, -1.1732, 1.1949)  0.04
O (0.5243, -3.2818, -1.6500)  -0.06
H (0.5443, -2.3470, -1.4307)  0.03
H (0.4872, -3.7670, -0.8207)  0.04



# 2
# C5H10NS

An isolated ion of composition C5H10NS and charge +1 in a non-equilibrium geometry (wB97M-V/def2-TZVPD, the OMol25 dataset).

For the total energy, the calculation gives -649.09615 a.u. The LUMO energy comes out at -3.133 eV. Its spin multiplicity is 1. The structure (SMILES) is C=C[C@H](S)[NH+]1CC1. The calculation puts the HOMO-LUMO gap at 10.8 eV. The total charge is +1. The energy above the lowest of the compared OMol25 structures with the same formula, charge and spin comes out at 81.09 kcal/mol.

Last column: Löwdin charge in e.
Atoms and positions in Å:
C (-1.5057, 1.1221, 1.6891)  0.05
C (-1.3767, 0.1594, 0.8033)  -0.21
C (-0.6197, 0.2718, -0.5427)  -0.60
S (-1.5050, -0.4542, -1.9326)  0.81
N (0.6264, -0.6544, -0.2212)  -0.12
C (1.6894, -0.4509, -1.1548)  -0.07
C (1.8487, 0.0196, 0.2956)  0.04
H (-2.1396, 1.1998, 2.5870)  0.09
H (-0.9334, 2.0588, 1.4611)  0.09
H (-1.6997, -0.8879, 0.8676)  0.09
H (-0.1824, 1.2185, -0.7274)  0.10
H (-2.4031, -1.2973, -1.1446)  -0.03
H (0.3268, -1.6306, 0.0316)  0.21
H (1.5783, 0.4292, -1.9345)  0.18
H (2.3029, -1.2781, -1.5246)  0.14
H (2.2958, -0.8018, 0.8543)  0.14
H (1.6967, 0.9760, 0.5929)  0.09



# 3
# C64H39Br2F4N4OPPbS2

C64H39Br2F4N4OPPbS2 as an isolated structure in a non-equilibrium geometry (wB97M-V/def2-TZVPD, the OMol25 dataset).

For the total energy, the calculation gives -9634.39893 a.u. The LUMO energy comes out at -0.871 eV. Its spin multiplicity is 1. The calculation puts the HOMO-LUMO gap at 5.2 eV.

Last column: Löwdin charge in e.
Atoms and positions in Å:
Pb (-10.2594, -16.7320, -12.0375)  1.44
Br (-5.9709, -23.0373, -12.8927)  0.75
C (-6.8591, -21.7348, -11.9463)  -0.73
C (-8.0300, -21.9883, -11.1155)  -0.10
C (-8.7598, -20.9725, -10.5825)  -0.02
C (-8.6147, -19.6656, -11.1485)  -0.34
O (-9.5591, -18.7458, -11.1077)  -0.31
C (-7.3924, -19.3736, -11.8111)  -0.16
C (-6.9477, -18.0651, -12.1959)  -0.06
N (-7.6392, -16.9630, -12.1126)  0.01
C (-6.9778, -15.7323, -12.0203)  -0.20
C (-5.9512, -15.3325, -12.9275)  0.00
C (-5.2507, -14.1524, -12.6766)  -0.05
C (-5.6526, -13.2583, -11.6341)  -0.03
C (-6.8272, -13.5024, -10.9194)  -0.19
C (-7.3381, -12.6801, -9.8946)  0.00
C (-8.6134, -12.8964, -9.3433)  -0.03
C (-9.3128, -14.0404, -9.7880)  -0.16
N (-8.8203, -14.9414, -10.6185)  0.01
C (-7.5337, -14.7538, -11.1420)  -0.13
C (-6.6028, -20.4150, -12.2477)  -0.13
H (-8.3697, -22.9957, -10.9387)  0.10
H (-9.6191, -21.1209, -9.9143)  0.12
H (-5.9088, -17.9839, -12.4072)  0.12
H (-5.6509, -16.0019, -13.6646)  0.08
H (-4.3178, -13.9921, -13.1971)  0.10
H (-5.2078, -12.2593, -11.4828)  0.12
H (-6.7642, -11.7972, -9.6368)  0.11
H (-9.0716, -12.1324, -8.7325)  0.10
H (-10.2977, -14.2133, -9.3287)  0.08
H (-5.8343, -20.1760, -12.9023)  0.08
F (-15.8330, -11.7944, -5.7949)  0.12
C (-15.8333, -12.2804, -7.0544)  -0.11
C (-16.9475, -12.1652, -7.9044)  -0.11
F (-17.9986, -11.4412, -7.5178)  0.12
C (-17.0085, -12.8654, -9.1454)  -0.20
F (-18.1484, -12.7135, -9.8281)  0.10
C (-15.8311, -13.3552, -9.6979)  -0.36
P (-15.3690, -13.5136, -11.3960)  1.06
C (-15.4631, -11.7709, -11.8046)  -0.38
C (-14.2230, -11.0948, -11.9758)  -0.08
C (-14.1394, -9.7352, -12.3312)  -0.06
C (-15.3493, -8.9834, -12.3979)  -0.08
C (-16.5396, -9.6024, -12.0889)  -0.10
C (-16.5874, -10.9445, -11.7396)  -0.09
C (-16.8801, -14.1694, -12.1964)  -0.38
C (-17.2019, -13.6537, -13.4536)  -0.08
C (-18.2358, -14.3022, -14.2090)  -0.08
C (-18.9486, -15.3355, -13.6580)  -0.10
C (-18.5277, -15.9234, -12.4460)  -0.06
C (-17.5432, -15.2896, -11.6981)  -0.10
C (-14.7754, -13.6554, -8.7867)  -0.55
Br (-13.3849, -14.9072, -9.2889)  0.76
C (-14.7693, -13.0828, -7.4927)  -0.20
F (-13.6700, -13.2310, -6.6711)  0.04
H (-13.3467, -11.6262, -11.7152)  0.08
H (-13.1716, -9.4276, -12.6790)  0.10
H (-15.2746, -7.9029, -12.5987)  0.11
H (-17.4360, -8.9793, -12.0608)  0.11
H (-17.5384, -11.3692, -11.3638)  0.11
H (-16.7501, -12.7522, -13.8761)  0.10
H (-18.4109, -13.9130, -15.2410)  0.12
H (-19.8295, -15.7335, -14.1227)  0.09
H (-18.8067, -16.9238, -12.2258)  0.09
H (-17.2488, -15.5944, -10.7056)  0.08
S (-16.5234, -20.4937, -11.2591)  1.02
C (-17.4347, -19.4606, -10.2540)  -0.43
C (-16.7003, -18.3851, -9.8284)  -0.18
C (-15.3559, -18.3667, -10.3276)  -0.13
C (-15.0764, -19.4434, -11.1344)  -0.42
C (-13.8454, -19.5634, -11.9877)  -0.18
C (-13.1453, -18.3730, -12.2165)  -0.10
N (-12.1067, -18.2709, -13.0021)  -0.01
C (-11.5777, -19.3933, -13.5699)  -0.15
C (-12.2630, -20.6754, -13.4201)  -0.11
C (-11.7586, -21.8393, -14.0900)  -0.01
C (-10.7494, -21.7114, -15.0514)  -0.02
C (-10.1824, -20.4466, -15.3208)  -0.12
C (-9.1665, -20.3338, -16.2931)  0.05
C (-8.4964, -19.1197, -16.3920)  -0.21
C (-8.9215, -17.9881, -15.7027)  -0.05
N (-9.8586, -18.0509, -14.7047)  0.12
C (-10.5197, -19.2496, -14.5145)  -0.12
C (-7.2973, -19.0140, -17.2432)  -0.48
C (-6.7426, -20.0302, -18.0174)  -0.11
C (-5.5118, -19.6847, -18.5965)  -0.16
C (-5.1830, -18.3747, -18.3307)  -0.41
S (-6.2805, -17.6442, -17.2686)  1.06
C (-13.4247, -20.7363, -12.6013)  0.05
H (-18.4728, -19.5152, -10.2404)  0.04
H (-17.0321, -17.6187, -9.1560)  0.10
H (-14.6314, -17.6186, -10.0924)  0.06
H (-13.5858, -17.4435, -11.7941)  0.12
H (-12.1736, -22.7996, -13.8646)  0.10
H (-10.3569, -22.6122, -15.5580)  0.13
H (-9.0497, -21.0298, -17.1105)  0.12
H (-8.4375, -17.0550, -15.8997)  0.09
H (-7.2358, -20.9701, -18.0743)  0.09
H (-5.0157, -20.3453, -19.2121)  0.08
H (-4.3809, -17.7626, -18.7357)  0.07
H (-13.9030, -21.6967, -12.4746)  0.12
C (-8.7509, -11.6505, -15.0652)  -0.12
C (-8.8587, -11.9304, -13.7076)  -0.10
C (-9.8541, -12.7652, -13.1416)  -0.03
C (-10.6177, -13.5163, -14.0995)  -0.21
C (-11.2437, -14.7580, -13.8033)  -0.21
C (-11.9020, -15.4767, -14.7423)  -0.22
C (-11.9735, -14.9770, -16.0819)  -0.11
C (-11.3234, -13.8377, -16.4825)  -0.07
C (-10.5224, -13.1403, -15.5198)  -0.18
C (-9.6339, -12.1717, -15.9792)  -0.06
H (-7.9470, -11.0285, -15.3850)  0.09
H (-8.0619, -11.5047, -13.0408)  0.10
H (-9.9720, -12.8087, -12.0985)  0.06
H (-12.2896, -16.4999, -14.5344)  0.05
H (-12.6127, -15.4947, -16.8301)  0.10
H (-11.4094, -13.4131, -17.4821)  0.10
H (-9.5206, -11.9616, -17.0228)  0.10